1.
A cluster of 5 separate species, C24H61N4O9 in total in a non-equilibrium geometry. Source: the Open Molecules 2025 dataset; level of theory: ωB97M-V/def2-TZVPD.

Values from the calculation:
total energy = -50250.472 eV
gap between HOMO and LUMO = 0.265 hartree
LUMO energy = 2.39 eV
net charge = -1
spin multiplicity = 1

Cartesian coordinates (Å):
O -43.9619 5.1106 37.6205
H -44.1167 4.3989 38.1189
C -48.5974 8.1112 36.0413
O -47.3948 8.5771 36.3998
C -46.6994 7.7542 37.3002
C -45.3437 8.2819 37.8198
N -44.7444 7.3269 38.7391
C -43.7114 7.9466 39.5407
C -43.0277 6.9827 40.5645
O -42.1424 7.7695 41.3916
C -40.8919 8.0758 40.8657
H -49.2328 8.3241 36.8931
H -48.6392 7.0532 35.7195
H -49.0860 8.7504 35.1947
H -46.4141 6.7563 37.0170
H -47.2775 7.5901 38.0728
H -45.6258 9.1992 38.4651
H -44.8020 8.6691 36.9547
H -44.3528 6.4094 38.1822
H -44.1876 8.7424 40.0668
H -42.8321 8.2474 38.9091
H -42.4739 6.1972 40.1420
H -43.6178 6.3286 41.1792
H -40.3250 8.9852 41.4445
H -40.8499 8.8113 40.0479
H -40.2768 7.3229 40.5445
C -46.3599 4.3757 40.0580
O -47.0116 3.0849 40.0420
C -46.6540 2.1620 39.0351
C -46.9506 0.8821 39.7107
N -46.7742 -0.2566 38.7061
C -47.5058 -1.5166 39.1838
C -46.9024 -2.1184 40.3865
O -47.4944 -3.4543 40.5062
C -46.6699 -4.2125 41.4415
H -45.1838 4.1002 40.1240
H -46.5926 4.8391 41.1041
H -46.8608 4.9043 39.2289
H -45.5297 2.3758 38.6076
H -47.0978 2.4696 38.0677
H -47.9129 0.8897 40.1120
H -46.3059 0.7094 40.5586
H -45.7123 -0.4280 38.7680
H -47.5365 -2.2403 38.3162
H -48.5801 -1.4771 39.3915
H -46.8830 -1.5244 41.2497
H -45.7210 -2.3613 40.1399
H -47.0966 -5.3600 41.5084
H -46.7373 -3.8254 42.4236
H -45.7276 -4.4507 41.2166
C -47.7477 5.4745 32.4933
O -47.4864 4.6116 33.6412
C -46.2070 4.7178 34.1922
C -45.9507 3.3412 34.9558
N -44.4230 3.3659 35.3215
C -44.1123 2.0742 36.0540
C -42.5800 2.0715 36.1683
O -42.2034 0.9240 36.8802
C -40.7526 0.7436 36.9272
H -47.3991 6.4750 32.5369
H -48.7806 5.5284 32.4185
H -47.3471 5.0616 31.6084
H -45.8732 5.5086 34.8987
H -45.4762 4.6540 33.3628
H -46.2011 2.5721 34.2779
H -46.6479 3.1691 35.8886
H -44.3206 4.1913 36.0538
H -44.3636 1.2614 35.3289
H -44.7188 1.9372 36.8348
H -42.3153 2.7844 37.0798
H -41.9997 2.2563 35.3087
H -40.3862 1.5090 37.6155
H -40.1181 0.5603 36.2466
H -40.5986 -0.1636 37.2580
C -38.6148 3.7306 39.2882
O -39.1415 5.0012 38.7905
C -40.1774 4.8780 37.9040
C -40.6252 6.1610 37.4172
N -41.6775 5.8271 36.4868
C -42.0854 7.1788 35.9200
C -43.2954 7.1530 34.9489
O -43.5496 8.3781 34.4249
C -44.6544 8.5200 33.5656
H -39.4860 3.2480 39.8126
H -37.8563 3.8525 39.9162
H -38.3510 3.0279 38.4085
H -41.1461 4.4804 38.3209
H -39.9231 4.5326 36.8765
H -39.8641 6.6908 37.1243
H -40.9899 6.6268 38.2601
H -42.4489 5.5003 36.9917
H -41.0783 7.5756 35.3729
H -42.2639 7.9702 36.7277
H -44.3383 6.8164 35.5478
H -43.2170 6.3771 34.1598
H -45.5268 8.1984 34.1374
H -44.5937 7.8380 32.6793
H -44.5866 9.4433 33.0248

Cartesian forces (eV/Å) of the 2 atoms listed first:
0.816 3.780 -3.293
-1.045 -4.222 3.193

From a Mulliken analysis of the wavefunction, the atomic charges in e read: atom 1 (O): 0.186, atom 2 (H): -0.607, atom 3 (C): -0.755, atom 4 (O): -0.405, atom 5 (C): -0.931, atom 6 (C): -0.578, atom 7 (N): 0.185, atom 8 (C): -0.236, atom 9 (C): -0.215, atom 10 (O): -0.492, atom 11 (C): -0.751, atom 12 (H): 0.395, atom 13 (H): 0.290, atom 14 (H): 0.194, atom 15 (H): 0.092, atom 16 (H): 0.951, atom 17 (H): 0.502, atom 18 (H): 0.153, atom 19 (H): -0.334, atom 20 (H): 0.465, atom 21 (H): -0.011, atom 22 (H): 0.016, atom 23 (H): 0.303, atom 24 (H): 0.301, atom 25 (H): 0.248, atom 26 (H): 0.330, atom 27 (C): -0.295, atom 28 (O): -0.434, atom 29 (C): 0.700, atom 30 (C): -0.680, atom 31 (N): -0.308, atom 32 (C): -0.772, atom 33 (C): -0.142, atom 34 (O): -0.319, atom 35 (C): -0.890, atom 36 (H): 0.090, atom 37 (H): 0.197, atom 38 (H): 0.272, atom 39 (H): -0.435, atom 40 (H): -0.074, atom 41 (H): 0.480, atom 42 (H): 0.266, atom 43 (H): 0.247, atom 44 (H): 0.252, atom 45 (H): 0.312, atom 46 (H): 0.335, atom 47 (H): 0.207, atom 48 (H): 0.216, atom 49 (H): 0.349, atom 50 (H): 0.436, atom 51 (C): -0.886, atom 52 (O): -0.418, atom 53 (C): 0.391, atom 54 (C): -0.487, atom 55 (N): -0.237, atom 56 (C): -0.292, atom 57 (C): 0.427, atom 58 (O): -0.461, atom 59 (C): -1.317, atom 60 (H): 0.286, atom 61 (H): 0.356, atom 62 (H): 0.376, atom 63 (H): -0.304, atom 64 (H): 0.303, atom 65 (H): 0.562, atom 66 (H): -0.130, atom 67 (H): -0.028, atom 68 (H): 0.468, atom 69 (H): -0.330, atom 70 (H): -0.405, atom 71 (H): 0.441, atom 72 (H): 0.252, atom 73 (H): 0.605, atom 74 (H): 0.591, atom 75 (C): -0.702, atom 76 (O): -0.421, atom 77 (C): -0.126, atom 78 (C): -1.118, atom 79 (N): -0.187, atom 80 (C): -0.379, atom 81 (C): 0.539, atom 82 (O): -0.441, atom 83 (C): -0.537, atom 84 (H): 0.268, atom 85 (H): 0.372, atom 86 (H): 0.192, atom 87 (H): -0.068, atom 88 (H): 0.283, atom 89 (H): 1.130, atom 90 (H): 0.192, atom 91 (H): 0.273, atom 92 (H): 0.223, atom 93 (H): 0.012, atom 94 (H): -0.694, atom 95 (H): 0.423, atom 96 (H): 0.060, atom 97 (H): 0.269, atom 98 (H): 0.368

---

2.
A cluster of 2 separate species, C3H3Cl2N2 in total in a non-equilibrium geometry. Source: the Open Molecules 2025 dataset; level of theory: ωB97M-V/def2-TZVPD.

Values from the calculation:
total energy = -31174.793 eV
gap between HOMO and LUMO = 0.297 hartree
LUMO energy = -7.34 eV
net charge = +1
spin multiplicity = 1

Cartesian coordinates (Å):
C -0.1458 0.8531 1.2977
C -1.1619 0.9582 2.0851
C 0.1405 0.1182 0.0586
N 0.1157 -2.4761 4.2246
N 0.1382 -1.8442 3.3279
Cl -2.3418 1.2410 3.0667
Cl 1.1252 1.8324 2.0575
H -0.7069 -0.5095 -0.2158
H 1.0305 -0.4964 0.1914
H 0.3409 0.8261 -0.7495

Cartesian forces (eV/Å) of the 2 atoms listed first:
0.492 0.553 0.805
0.467 0.160 -0.318

From a Mulliken analysis of the wavefunction, the atomic charges in e read: atom 1 (C): 0.635, atom 2 (C): 0.318, atom 3 (C): -0.989, atom 4 (N): -0.185, atom 5 (N): 0.195, atom 6 (Cl): 0.059, atom 7 (Cl): -0.070, atom 8 (H): 0.348, atom 9 (H): 0.330, atom 10 (H): 0.361